C34H41BN12O2PbSe | ωB97M-V/def2-TZVPD

Each line ends with the Löwdin charge.
CARTESIAN COORDINATES (ANGSTROEM)
Pb 0.1746 0.0179 -0.1602  1.3837
C 2.3787 -1.8833 -2.3711  -0.0662
C 3.4559 -1.0991 -1.6142  -0.3658
C 4.8371 -1.4489 -2.1599  -0.0601
C 3.2101 0.3849 -1.6676  -0.2760
C 4.0697 1.4022 -2.0791  0.0211
C 3.3551 2.5721 -1.8954  -0.0286
N 2.1503 2.2716 -1.4011  -0.0201
N 2.0541 0.9269 -1.2564  -0.0749
B 1.0001 3.2740 -1.1016  -0.5306
N -0.1328 3.0385 -2.1051  -0.0404
C -0.5775 3.9682 -2.9680  -0.0440
C -1.5094 3.3870 -3.7911  0.0042
C -1.5669 2.0533 -3.3696  -0.3002
N -0.7477 1.8477 -2.3258  0.0657
C -2.3319 0.9623 -4.0573  -0.3935
C -3.7992 1.3388 -4.2674  -0.0608
C -1.6649 0.6143 -5.3929  -0.0484
N 0.5236 3.1747 0.3686  -0.0130
C 0.4914 4.1871 1.2413  -0.0267
C -0.0015 3.7256 2.4484  0.0235
C -0.2567 2.3722 2.2385  -0.2657
N 0.0576 2.0568 0.9741  -0.0598
C -0.7928 1.3414 3.1935  -0.3641
C -0.9274 1.9042 4.6043  -0.0556
C -2.1309 0.7716 2.7093  -0.0630
H 2.5882 -2.9522 -2.3279  0.0930
H 1.3807 -1.7363 -1.9445  -0.0061
H 2.3546 -1.5801 -3.4199  0.1007
H 3.4226 -1.4011 -0.5602  0.1304
H 4.9241 -1.1667 -3.2104  0.0952
H 5.6258 -0.9441 -1.6028  0.0879
H 5.0103 -2.5215 -2.0837  0.0880
H 5.0660 1.3047 -2.4707  0.1150
H 3.6217 3.5950 -2.1019  0.1363
H 1.4175 4.3830 -1.2536  0.1266
H -0.1799 4.9689 -2.9533  0.1292
H -2.0414 3.8474 -4.6052  0.1163
H -2.2701 0.0723 -3.4320  0.0856
H -3.8873 2.1399 -5.0021  0.0873
H -4.3674 0.4890 -4.6494  0.0820
H -4.2685 1.6943 -3.3475  0.0690
H -1.6370 1.4879 -6.0444  0.0889
H -0.6372 0.2787 -5.2451  0.0810
H -2.2174 -0.1734 -5.9077  0.0840
H 0.8154 5.1712 0.9479  0.1350
H -0.1465 4.2926 3.3503  0.1154
H -0.0724 0.5174 3.2245  0.1114
H -1.6657 2.7072 4.6366  0.0933
H -1.2538 1.1240 5.2914  0.0867
H 0.0216 2.2984 4.9670  0.0900
H -2.8656 1.5698 2.5867  0.0952
H -2.0199 0.2514 1.7520  0.0092
H -2.5200 0.0528 3.4321  0.0883
Se 3.1557 -3.3274 6.8952  1.2054
N 3.7063 -2.0489 5.7977  -0.2126
C 2.8492 -1.9957 4.8100  -0.3390
C 2.9486 -1.0472 3.7067  -0.0711
C 3.9741 -0.1014 3.6540  0.0391
C 3.9898 0.8027 2.6195  0.0024
C 2.9856 0.7307 1.6604  -0.1075
N 2.0214 -0.1836 1.6735  0.0336
C 1.9876 -1.0677 2.6927  -0.1522
C 0.8899 -2.0551 2.7345  -0.1580
N 0.0172 -2.0581 1.7182  0.0149
C -0.9785 -2.9296 1.7341  -0.1377
C -1.1854 -3.8445 2.7602  -0.0212
C -0.2960 -3.8491 3.8124  0.0331
C 0.7679 -2.9472 3.8061  -0.0712
C 1.7616 -2.9232 4.8703  -0.3424
N 1.7385 -3.7229 5.9062  -0.2132
H 4.7235 -0.0962 4.4344  0.1303
H 4.7534 1.5629 2.5412  0.1236
H 2.9584 1.4492 0.8526  0.1003
H -1.6387 -2.9107 0.8704  0.0925
H -2.0113 -4.5405 2.7212  0.1153
H -0.3953 -4.5374 4.6414  0.1297
C -3.7816 -3.5864 -1.8707  0.0215
C -3.1219 -2.2828 -1.5681  -0.2708
N -1.9653 -1.8984 -1.9521  0.0159
O -1.3365 -2.8190 -2.7183  0.0301
C -3.8587 -1.2375 -0.7983  -0.1442
C -5.0807 -1.5158 0.0477  0.0570
N -3.4910 -0.0423 -0.8689  0.1047
O -3.1636 1.0533 -0.8695  0.2903
H -3.0253 -4.3674 -1.9175  0.1004
H -4.2662 -3.5391 -2.8489  0.1172
H -4.5300 -3.8551 -1.1294  0.0876
H -0.4980 -2.4064 -2.9723  0.1059
H -5.8878 -1.8372 -0.6111  0.1178
H -5.3971 -0.6371 0.6034  0.1074
H -4.8365 -2.3203 0.7405  0.1099

Output
* calculated total energy: -4746.37280 Ha
* energy above the lowest of the compared OMol25 structures with the same formula, charge and spin: 0.0 kcal per mole
* HOMO level: -13.388 eV
* Kohn-Sham gap: 5.049 eV
* LUMO energy: -8.339 eV
* total charge: +2